# 1
C17H8F5NO2S in the gas phase at a distorted geometry. Source: the OMol25 dataset; level of theory: ωB97M-V/def2-TZVPD.

Summary:
Lowest unoccupied orbital energy (eV): -0.207
Total charge: 0
Relative energy (zero: lowest compared OMol25 entry of this formula, charge and spin) (kcal per mole): 50.96
Frontier orbital gap (eV): 8.169
Max |F| (eV/A): 5.92
DFT total energy (eV): -47763.307

The geometry in XYZ format:
```
34
Properties=species:S:1:pos:R:3:forces:R:3:mulliken_charge:R:1
S 0.729 -0.600 0.470 0.01 1.37 0.25 -0.110
F -2.380 4.744 -0.468 0.83 -0.82 0.55 -0.306
F -1.645 -2.984 -0.744 0.58 -0.61 0.39 -0.302
F 0.616 4.809 -0.691 -2.45 -1.91 1.56 -0.281
F 0.799 -6.236 -3.033 0.45 0.03 -0.45 -0.313
F -1.988 1.785 3.218 -0.20 0.16 -0.48 -0.290
O 1.520 1.616 3.486 -2.54 -1.03 -3.07 -0.557
O -3.658 3.422 1.616 3.15 -1.78 -0.30 -0.507
N 3.307 -5.108 -2.044 -4.24 -3.32 -2.45 -0.493
C 2.027 -4.823 -1.524 0.16 0.73 -2.48 0.037
C 0.524 3.058 0.970 -2.72 0.95 -1.32 -0.272
C -2.249 3.198 1.306 -2.22 1.55 0.29 0.176
C -0.485 -3.688 -0.882 1.12 1.39 0.06 0.548
C -1.581 3.888 0.259 -0.18 1.68 -0.53 0.298
C 0.724 -1.326 2.948 0.38 -2.25 -0.86 -0.780
C -0.173 3.928 0.119 0.36 0.24 0.30 0.068
C 0.809 -5.196 -2.183 0.80 -0.31 1.25 0.472
C 1.899 -3.820 -0.578 1.19 -1.14 1.71 -0.071
C 0.777 -0.209 2.214 -0.74 0.56 -2.75 0.367
C -1.489 2.417 2.149 0.56 -0.92 -0.49 0.569
C -0.141 2.225 1.840 0.70 -0.40 0.69 0.021
C -0.408 -4.643 -1.858 -1.23 -0.47 0.22 -0.583
C 0.731 -2.536 2.072 -0.47 0.42 1.82 -0.309
C 0.741 -2.260 0.724 -0.70 1.18 4.40 -0.166
C 0.755 1.220 2.547 2.34 1.41 4.34 -0.254
C 0.688 -3.294 -0.207 -1.39 -1.04 -2.80 0.200
H 3.378 -5.603 -2.971 0.04 0.99 1.94 0.209
H 0.608 -3.587 2.460 0.32 1.38 -0.45 0.367
H 0.688 -1.313 4.030 0.02 -0.17 -0.08 0.454
H 4.040 -4.667 -1.655 2.93 1.61 1.22 0.166
H 1.540 3.122 0.951 2.75 -0.29 -0.13 0.620
H 2.741 -3.592 0.143 -0.67 0.01 -1.43 0.312
H -1.387 -4.977 -2.240 0.90 -0.01 -0.34 0.386
H -3.958 4.278 1.341 0.17 0.84 -0.56 0.324
```
Forces are in eV/Å.

=====

# 2
C18H11N3O2S in the gas phase at a distorted geometry. Source: the OMol25 dataset; level of theory: ωB97M-V/def2-TZVPD.

Summary:
Lowest unoccupied orbital energy (eV): -1.751
Total charge: 0
Relative energy (zero: lowest compared OMol25 entry of this formula, charge and spin) (kcal per mole): 59.37
Frontier orbital gap (eV): 5.952
Max |F| (eV/A): 6.79
DFT total energy (eV): -38241.419

The geometry in XYZ format:
```
35
Properties=species:S:1:pos:R:3:forces:R:3:mulliken_charge:R:1
S -1.414 -2.006 -3.827 -0.02 -0.99 -0.05 -0.202
O 0.146 0.081 -5.636 -0.80 -1.09 1.32 -0.602
O 1.308 2.824 1.356 0.20 -0.74 0.35 -0.634
N 0.725 -2.400 3.523 1.39 -0.47 -1.43 0.182
N 0.927 1.169 -3.865 0.79 0.70 -1.91 -0.669
N -0.026 -2.596 4.665 0.44 -0.18 -1.54 -0.770
C -0.897 -1.011 3.355 -1.55 -0.87 0.19 1.198
C 1.744 2.566 -2.316 1.17 4.96 4.49 -0.631
C -1.201 0.729 1.717 -1.12 0.03 0.23 0.076
C 0.442 1.163 -0.250 -0.84 -0.22 2.36 0.080
C -0.128 0.302 0.894 1.55 -0.58 2.04 -0.626
C -1.632 0.019 2.872 0.07 2.59 -1.75 -0.745
C 1.579 3.066 -0.973 2.13 -0.24 -4.30 -0.496
C 0.212 -1.456 2.645 0.87 0.52 -0.09 -0.414
C -0.027 -0.953 -3.359 -1.94 0.65 -0.68 -0.108
C -1.944 -2.121 -2.169 -0.51 -1.20 -1.84 -0.336
C 1.099 2.356 0.081 -2.22 -3.77 0.83 0.558
C -0.386 -0.398 -1.972 0.04 -1.80 -1.75 1.043
C -1.092 -1.830 4.541 2.56 0.48 0.14 -0.652
C 1.056 1.431 -2.605 -1.61 -2.39 -1.78 0.075
C 0.264 0.128 -4.419 1.18 0.35 -0.21 0.197
C 0.656 -0.793 1.409 -1.14 0.52 0.69 -0.303
C 0.326 0.676 -1.605 1.09 1.79 2.34 0.334
C -1.406 -1.221 -1.378 0.99 1.67 2.11 -0.890
H 2.022 3.962 -0.672 0.80 1.59 -0.06 0.465
H -1.733 1.666 1.460 0.30 -0.75 0.03 0.372
H -2.661 -2.891 -1.881 0.05 0.46 -0.15 0.425
H 2.320 3.244 -3.021 -1.14 -1.45 0.63 0.362
H 1.585 -2.913 3.252 -1.20 0.16 1.20 0.234
H 1.451 2.087 2.007 -0.49 0.80 -1.09 0.390
H -2.440 0.396 3.471 -0.38 0.22 -0.09 0.388
H 0.878 -1.560 -3.310 0.09 -0.04 0.19 0.520
H -1.631 -1.699 5.479 -0.53 0.05 -0.75 0.384
H -1.729 -1.067 -0.358 0.06 -0.16 -0.01 0.395
H 1.606 -0.948 0.892 -0.29 -0.61 0.36 0.402
```
Forces are in eV/Å.

=====

# 3
C18H12AsF5N4OPdS5 as an isolated structure at a distorted geometry. Source: the OMol25 dataset; level of theory: ωB97M-V/def2-TZVPD.

Summary:
Lowest unoccupied orbital energy (alpha / beta) (eV): 4.071 / 3.392
Total charge: -2
Relative energy (zero: lowest compared OMol25 entry of this formula, charge and spin) (kcal per mole): 4.55
2S+1: 3
Frontier orbital gap (alpha / beta) (eV): 5.636 / 5.895
Max |F| (eV/A): 3.47
DFT total energy (eV): -158952.571

The geometry in XYZ format:
```
47
Properties=species:S:1:pos:R:3:forces:R:3:lowdin_spin:R:1
Pd 0.476 -0.219 1.458 0.05 0.34 0.33 0.741
As 1.899 1.494 3.799 -0.12 -0.34 -1.37 -0.011
S -0.002 1.884 2.820 0.07 -0.21 0.17 0.098
S 1.788 1.116 5.863 0.07 -0.06 0.74 0.507
S -1.702 4.841 -2.666 0.97 -1.35 0.05 0.000
S 3.142 3.199 4.165 0.04 0.15 0.13 0.502
S 2.784 -0.009 2.494 -0.40 0.13 0.05 0.081
F 2.832 -3.174 -1.547 -0.60 -0.89 0.91 0.000
F 1.845 -7.246 0.787 0.28 0.36 -0.06 0.001
F -0.399 -3.283 1.989 0.28 -0.29 -1.10 0.000
F 3.475 -5.761 -0.941 1.34 -0.73 -1.02 0.000
F -0.184 -5.925 2.084 1.01 0.54 -0.56 0.000
O 0.760 -1.937 -0.217 0.28 1.33 0.07 0.025
N -1.759 -0.142 0.788 0.39 -0.03 -0.37 0.028
N 0.239 3.670 -1.295 0.71 1.18 2.36 0.000
N -0.539 2.326 -2.971 -0.77 0.83 0.15 0.000
N -5.498 2.573 2.042 1.28 -1.69 -1.12 0.000
C 2.111 -3.870 -0.566 1.45 1.19 -0.93 0.002
C 0.685 -5.219 1.276 0.14 -0.84 0.33 0.000
C -4.783 1.837 1.480 -0.97 1.52 0.88 0.000
C -2.715 0.559 1.432 1.01 0.42 0.26 0.004
C 2.515 -5.171 -0.292 -2.70 0.70 1.73 0.000
C 1.205 1.580 -1.478 0.34 1.27 1.67 -0.001
C -3.815 1.042 0.740 -0.63 0.92 1.68 0.001
C -1.809 -0.326 -0.540 -2.25 1.42 0.27 0.007
C -3.906 0.988 -0.638 0.75 -0.50 0.36 0.003
C 1.900 3.243 0.388 1.82 -1.45 0.92 0.005
C -0.614 3.519 -2.329 -0.74 0.31 -0.61 0.000
C 0.289 1.402 -2.526 0.80 0.01 -0.11 0.000
C 1.135 2.776 -0.759 -1.49 -0.31 -2.95 -0.001
C 1.749 -5.892 0.656 -0.64 0.51 -0.36 0.003
C 0.225 0.120 -3.282 -2.13 -0.18 1.34 0.000
C 0.461 -3.871 1.090 -0.42 0.04 1.49 0.001
C -2.916 0.324 -1.278 2.87 -1.86 0.56 0.001
C 1.131 -3.089 0.126 -0.50 -1.68 -0.50 0.003
H 2.572 2.351 0.688 -1.10 1.47 0.07 0.001
H 1.944 0.890 -1.094 -0.32 -0.62 -0.38 -0.001
H 0.821 0.157 -4.138 0.89 0.01 -1.48 0.000
H 2.589 4.057 0.092 -0.48 -0.12 0.17 0.000
H -4.649 1.526 -1.165 -0.73 0.30 -0.40 0.000
H 0.475 -0.728 -2.672 0.53 -0.38 0.34 0.000
H 1.219 3.512 1.226 0.66 -0.17 -0.45 0.003
H -2.454 0.927 2.480 -0.58 -1.00 -1.34 0.000
H -2.870 0.304 -2.335 -0.04 -0.03 -0.93 0.000
H -0.958 -0.914 -0.944 -0.87 0.42 0.03 0.000
H 0.154 4.544 -0.750 -0.20 -0.58 -0.71 0.000
H -0.849 0.013 -3.535 0.70 -0.06 -0.36 0.000
```
Forces are in eV/Å.

=====

# 4
C18H12ClN3OS in the gas phase at a distorted geometry. Source: the OMol25 dataset; level of theory: ωB97M-V/def2-TZVPD.

Summary:
Lowest unoccupied orbital energy (eV): -0.349
Total charge: 0
Relative energy (zero: lowest compared OMol25 entry of this formula, charge and spin) (kcal per mole): 44.72
Frontier orbital gap (eV): 7.902
Max |F| (eV/A): 2.51
DFT total energy (eV): -48735.140

The geometry in XYZ format:
```
36
Properties=species:S:1:pos:R:3:forces:R:3:mulliken_charge:R:1
Cl -2.128 4.641 -3.180 0.39 -0.40 0.21 -0.218
S 0.863 -0.694 3.724 1.62 0.97 -0.31 -0.088
O 3.498 -0.888 0.662 -0.31 0.29 0.74 -0.622
N 0.724 0.558 -0.077 -0.90 0.37 -1.73 -0.277
N 1.357 -1.565 0.639 -1.66 1.26 -0.15 -0.566
N -0.675 1.076 -2.019 0.45 1.29 -0.91 0.286
C -2.413 -1.959 -2.198 0.73 0.22 -0.49 -0.696
C 3.313 0.096 3.364 -0.07 0.68 1.55 -0.460
C -2.393 -3.282 -0.214 -0.18 0.17 -0.62 -0.603
C 0.150 1.400 -0.936 0.27 -0.43 1.55 0.411
C 0.523 -0.813 -0.036 1.24 -1.40 1.07 0.305
C -1.165 3.413 -2.366 -0.94 -0.80 -0.18 0.118
C -2.997 -2.974 -1.455 1.07 0.50 1.35 -0.693
C -0.591 -0.245 -2.711 -0.59 0.23 0.52 -1.162
C -1.253 -1.257 -1.821 -0.12 -1.28 0.90 0.771
C -1.236 -2.595 0.185 -0.31 -0.03 0.07 -0.722
C 0.367 2.831 -0.621 -0.68 -0.26 -0.68 -0.674
C -0.296 3.811 -1.297 0.34 -0.92 -0.06 -0.361
C 2.342 -0.530 2.677 -1.82 -0.25 0.99 0.248
C -0.656 -1.576 -0.570 -1.00 0.64 -1.32 0.739
C 2.932 0.568 4.678 -0.99 -1.20 -0.44 -0.376
C -1.375 2.092 -2.695 1.66 1.31 1.34 -0.293
C 1.638 0.214 5.023 0.95 -0.24 -0.77 -0.447
C 2.438 -0.954 1.266 1.18 -0.55 -1.20 0.471
H 1.171 0.369 6.006 0.07 -0.14 -0.75 0.372
H -2.027 1.838 -3.500 -0.22 -0.41 -0.25 0.395
H -1.121 -0.131 -3.669 0.18 -0.10 0.41 0.510
H -0.734 -2.801 1.118 -0.16 -0.24 0.19 0.513
H 1.051 3.051 0.201 -0.26 -0.24 -0.31 0.446
H 4.324 0.212 3.043 0.33 0.14 -0.63 0.484
H -2.817 -1.753 -3.172 -0.23 0.21 -0.35 0.347
H -2.856 -4.049 0.420 0.43 0.34 -0.18 0.367
H -3.896 -3.462 -1.805 0.05 -0.08 0.06 0.409
H 3.660 1.016 5.338 -0.21 0.19 0.11 0.364
H -0.174 4.865 -1.060 -0.02 -0.22 -0.06 0.416
H 0.454 -0.521 -2.942 -0.30 0.35 0.33 0.286
```
Forces are in eV/Å.

=====

# 5
C18H12F2N3O2V as an isolated structure. Source: the OMol25 dataset; level of theory: ωB97M-V/def2-TZVPD.

Summary:
Lowest unoccupied orbital energy (alpha / beta) (eV): -13.235 / -12.669
Total charge: +3
2S+1: 2
Frontier orbital gap (alpha / beta) (eV): 4.978 / 5.549
Max |F| (eV/A): 0.51
DFT total energy (eV): -58517.073

The geometry in XYZ format:
```
38
Properties=species:S:1:pos:R:3:forces:R:3:lowdin_spin:R:1
V 0.475 -0.273 0.538 0.35 0.23 0.12 1.290
F -1.871 -4.082 3.394 0.00 -0.02 0.01 -0.004
F 1.431 -4.792 0.205 0.01 0.00 0.00 -0.001
O -3.620 3.646 2.308 -0.03 0.01 -0.07 -0.001
O -2.359 -0.546 -0.645 0.03 0.15 -0.02 -0.146
N -2.406 5.456 1.615 -0.04 0.09 0.09 0.000
N 0.998 -0.959 -1.241 -0.14 0.10 0.20 -0.002
N -0.250 1.379 1.294 0.11 -0.20 -0.09 -0.002
C -0.677 3.142 3.347 0.04 -0.01 -0.06 0.000
C 2.103 -1.125 -3.332 -0.02 0.01 0.04 -0.002
C -0.796 -2.019 0.693 -0.25 0.12 -0.30 -0.069
C 2.054 -2.513 -3.236 -0.01 0.01 0.01 0.006
C 0.930 -2.318 -1.145 0.01 -0.16 -0.06 0.002
C -1.211 -3.664 2.353 0.01 0.05 -0.02 -0.002
C -1.391 -0.829 -0.108 -0.13 -0.49 0.04 -0.121
C -1.366 3.285 2.140 -0.04 0.05 -0.01 0.001
C -1.519 -2.416 1.821 0.04 -0.04 0.08 0.021
C -2.584 4.200 2.027 0.09 -0.13 0.00 0.000
C 0.234 -2.791 0.078 -0.05 -0.09 0.09 -0.008
C -1.122 2.387 1.116 -0.10 0.03 0.01 -0.002
C 0.238 2.103 3.520 -0.01 0.00 0.00 -0.001
C -0.213 -4.465 1.808 -0.01 -0.01 0.01 0.016
C 0.491 -4.021 0.700 0.02 0.10 -0.02 0.002
C 1.469 -3.124 -2.127 -0.02 0.04 -0.01 0.003
C 1.567 -0.369 -2.312 0.09 0.06 -0.13 0.010
C 0.405 1.238 2.467 0.03 0.05 0.16 0.008
H 1.578 0.714 -2.332 0.01 -0.02 -0.01 0.001
H 2.465 -3.127 -4.028 0.00 0.00 0.00 0.000
H 0.018 -5.432 2.243 -0.01 0.00 0.01 0.001
H -1.636 2.439 0.164 -0.01 0.01 0.02 0.000
H 1.418 -4.200 -2.056 -0.01 0.00 0.01 0.000
H -0.876 3.826 4.164 0.01 0.00 0.01 0.000
H 0.776 1.963 4.448 -0.01 0.01 0.00 0.000
H 1.083 0.366 2.581 0.03 0.07 -0.04 0.002
H 2.550 -0.636 -4.186 0.00 0.00 0.00 0.000
H -2.309 -1.814 2.256 -0.01 -0.01 -0.02 0.000
H -1.496 5.876 1.522 0.00 -0.01 -0.04 0.000
H -3.214 6.066 1.593 0.02 0.00 -0.01 0.000
```
Forces are in eV/Å.

=====

# 6
C18H12F5N5ORuSTe as an isolated structure. Source: the OMol25 dataset; level of theory: ωB97M-V/def2-TZVPD.

Summary:
Lowest unoccupied orbital energy (alpha / beta) (eV): 1.744 / 1.643
Total charge: -1
Relative energy (zero: lowest compared OMol25 entry of this formula, charge and spin) (kcal per mole): 0.00
2S+1: 2
Frontier orbital gap (alpha / beta) (eV): 5.890 / 5.560
Max |F| (eV/A): 0.74
DFT total energy (eV): -62662.709

The geometry in XYZ format:
```
44
Properties=species:S:1:pos:R:3:forces:R:3:lowdin_spin:R:1
Te -3.293 0.192 1.707 -0.44 0.20 0.56 -0.003
Ru -1.078 -0.098 -0.458 -0.06 -0.25 -0.29 0.393
S -1.807 -0.349 -2.445 0.31 0.09 -0.09 0.579
F -2.632 1.984 2.147 0.00 -0.01 -0.17 -0.001
F -4.196 -1.585 1.871 0.14 0.08 -0.02 -0.001
F -3.410 0.070 3.575 0.09 -0.01 -0.16 -0.001
F -1.325 -0.370 1.973 0.00 0.06 -0.06 0.008
F -5.055 1.082 1.740 0.14 -0.13 -0.01 -0.001
O -3.293 1.956 -0.800 -0.09 -0.12 0.25 0.006
N 0.894 -0.115 -0.299 0.13 0.06 0.14 -0.004
N 1.364 2.234 -0.361 0.23 0.09 0.06 -0.001
N -1.052 -2.194 -0.225 -0.15 -0.07 -0.05 0.012
N 1.345 -2.465 -0.190 0.43 -0.04 -0.01 0.001
N -1.049 2.039 -0.484 0.09 -0.06 -0.09 0.006
C 1.685 0.991 -0.329 -0.13 0.22 -0.02 -0.001
C -2.249 -2.820 -0.185 0.07 0.21 -0.01 0.007
C 1.680 -1.228 -0.245 -0.14 -0.23 0.04 -0.001
C -2.305 4.095 -0.548 -0.03 0.04 0.03 0.000
C 0.100 2.761 -0.388 -0.35 0.04 -0.12 0.000
C -0.035 -4.347 -0.081 0.15 -0.02 0.05 0.000
C -2.401 -4.179 -0.085 -0.03 -0.02 0.02 0.000
C 0.058 4.160 -0.343 0.11 0.04 0.09 -0.001
C 3.107 0.567 -0.298 -0.09 0.09 -0.01 0.000
C 4.281 1.288 -0.304 0.08 0.12 -0.01 0.000
C -1.255 -4.964 -0.036 -0.03 -0.11 -0.02 0.000
C 3.104 -0.811 -0.244 -0.11 -0.07 -0.01 0.000
C 4.276 -1.532 -0.192 0.03 -0.15 0.00 0.000
C -2.202 2.719 -0.593 0.01 -0.16 -0.05 0.002
C 0.064 -2.947 -0.165 -0.49 -0.08 -0.02 0.000
C -1.142 4.824 -0.403 0.04 0.07 0.00 0.001
C 5.475 0.573 -0.256 -0.06 0.01 0.00 0.000
C 5.471 -0.820 -0.200 -0.01 0.01 0.00 0.000
H -4.076 2.371 -0.414 0.03 0.07 -0.01 0.000
H -1.178 5.906 -0.359 0.02 -0.01 0.00 0.000
H 6.420 1.101 -0.260 -0.01 0.01 0.00 0.000
H 4.261 2.370 -0.345 0.01 -0.02 0.01 0.000
H 0.893 -4.899 -0.048 -0.01 0.00 0.00 0.000
H 1.004 4.673 -0.257 -0.02 0.01 0.00 0.000
H -1.325 -6.043 0.035 0.02 0.01 0.01 0.000
H -3.394 -4.601 -0.041 0.00 0.01 0.00 0.000
H 4.254 -2.614 -0.146 0.01 0.02 0.00 0.000
H -3.277 4.561 -0.631 0.00 0.00 0.00 0.000
H -3.122 -2.185 -0.229 0.09 0.02 -0.03 0.003
H 6.415 -1.349 -0.161 -0.01 -0.01 0.00 0.000
```
Forces are in eV/Å.

=====

Q: total charge of number 5 (C18H12F2N3O2V)?
A: +3

=====

Q: Which of these has the highest DFT total energy?
A: C18H11N3O2S

=====

Q: total charge of number 1 (C17H8F5NO2S)?
A: 0